{
  "formula": "C22H25NO8",
  "method": "ωB97M-V/def2-TZVPD",
  "total_energy_ev": -41089.9560,
  "spin_multiplicity": 1,
  "lumo_ev": -0.717,
  "smiles": "CNCc1ccc2c(c1)C(=O)c1ccccc1C2=O.COC(=O)OC.COC(=O)OC",
  "symbols": ["C", "N", "C", "C", "C", "C", "C", "C", "C", "C", "O", "C", "C", "C", "C", "C", "C", "C", "O", "H", "H", "H", "H", "H", "H", "H", "H", "H", "H", "H", "H", "H", "C", "O", "C", "O", "O", "C", "H", "H", "H", "H", "H", "H", "C", "O", "C", "O", "O", "C", "H", "H", "H", "H", "H", "H"],
  "positions_angstrom": [[-2.58006, -1.75743, -8.13107], [-1.53450, -2.36712, -7.32098], [-1.97814, -2.86477, -6.03719], [-2.13511, -1.85868, -4.91102], [-1.99114, -0.48819, -5.10040], [-2.14766, 0.40649, -4.04627], [-2.42258, -0.07420, -2.77528], [-2.56436, -1.45207, -2.56904], [-2.43209, -2.33048, -3.63091], [-2.84911, -1.93802, -1.18356], [-3.49587, -2.93590, -0.95979], [-2.24917, -1.10374, -0.09723], [-1.83347, -1.67883, 1.09786], [-1.23256, -0.88229, 2.06393], [-1.07455, 0.48354, 1.85455], [-1.52384, 1.06908, 0.67673], [-2.09717, 0.27137, -0.30621], [-2.55027, 0.85003, -1.60884], [-2.96404, 1.98265, -1.71232], [-3.18683, -2.53529, -8.59660], [-3.25186, -1.09756, -7.56594], [-2.12200, -1.16216, -8.92031], [-0.73423, -1.75873, -7.22628], [-1.30782, -3.66011, -5.70012], [-2.95215, -3.33780, -6.19598], [-1.75532, -0.09820, -6.08272], [-2.05210, 1.47127, -4.21299], [-2.55557, -3.39545, -3.46972], [-1.97135, -2.73980, 1.26256], [-0.87717, -1.31773, 2.98866], [-0.58979, 1.10813, 2.59397], [-1.42576, 2.13056, 0.48943], [2.24008, 0.07995, -0.33561], [3.38563, 0.89426, -0.07182], [3.56791, 1.16760, 1.21834], [2.86631, 0.79385, 2.12375], [4.65022, 1.92792, 1.34481], [4.95308, 2.29376, 2.69815], [2.20116, -0.05163, -1.41295], [2.33660, -0.88895, 0.15122], [1.33338, 0.57412, 0.00977], [5.14462, 1.40794, 3.29992], [4.13418, 2.86014, 3.13641], [5.84634, 2.90820, 2.64450], [2.20000, 3.12456, 8.46638], [1.52928, 1.98794, 7.91645], [1.99396, 1.59860, 6.72930], [2.89592, 2.11715, 6.12346], [1.29027, 0.54156, 6.33223], [1.68716, 0.01842, 5.05931], [1.71857, 3.32020, 9.41965], [3.25582, 2.90960, 8.61951], [2.09295, 3.98694, 7.81122], [2.72321, -0.31219, 5.08626], [1.56966, 0.76493, 4.27748], [1.03561, -0.82903, 4.86620]],
  "forces_ev_per_angstrom": [[0.05, 0.12, 0.10], [-0.01, -0.01, 0.01], [-0.08, -0.01, -0.13], [-0.01, 0.07, 0.16], [0.00, 0.07, 0.07], [-0.10, -0.17, -0.06], [0.00, -0.04, 0.02], [0.02, 0.14, -0.04], [-0.11, 0.07, -0.13], [0.01, -0.07, -0.01], [0.24, -0.05, -0.02], [0.02, 0.09, 0.03], [-0.04, 0.12, 0.07], [0.03, 0.10, -0.01], [-0.03, 0.17, -0.20], [-0.13, -0.15, -0.07], [-0.02, -0.17, 0.04], [0.03, 0.03, -0.03], [0.24, 0.01, -0.02], [-0.01, 0.00, -0.02], [-0.01, -0.01, -0.01], [-0.02, -0.07, -0.06], [0.02, 0.00, 0.01], [0.02, 0.03, 0.02], [0.03, -0.08, 0.02], [-0.01, -0.04, 0.00], [-0.01, 0.01, 0.07], [-0.02, 0.01, 0.10], [-0.03, 0.02, -0.06], [-0.03, -0.06, -0.02], [-0.01, -0.10, 0.07], [0.01, 0.01, 0.07], [-0.15, -0.07, -0.11], [0.03, -0.01, 0.03], [0.08, 0.11, -0.03], [-0.12, -0.10, 0.03], [0.00, -0.02, -0.02], [0.08, 0.08, 0.07], [0.08, 0.05, 0.00], [-0.01, 0.02, 0.05], [0.00, -0.04, 0.04], [-0.05, -0.01, 0.01], [-0.03, -0.05, 0.02], [0.00, -0.01, -0.05], [0.00, 0.07, 0.09], [-0.01, 0.00, 0.00], [-0.06, -0.05, 0.02], [0.04, 0.03, -0.02], [0.00, 0.01, 0.04], [-0.03, -0.05, -0.16], [-0.03, -0.04, -0.01], [0.01, 0.01, -0.05], [0.04, -0.01, -0.03], [0.02, 0.05, -0.02], [0.08, 0.01, 0.02], [-0.03, 0.01, 0.08]]
}

***

{
  "formula": "C32H37BaI2N3O6Sb2",
  "method": "ωB97M-V/def2-TZVPD",
  "total_energy_ev": -80510.6276,
  "spin_multiplicity": 1,
  "lumo_ev": -0.488,
  "symbols": ["Ba", "C", "Sb", "C", "C", "C", "C", "C", "C", "C", "C", "C", "Sb", "C", "C", "H", "H", "H", "H", "H", "H", "H", "H", "H", "H", "H", "H", "H", "H", "H", "H", "H", "H", "H", "H", "O", "C", "C", "O", "C", "C", "O", "C", "O", "O", "I", "C", "C", "C", "I", "C", "C", "C", "C", "N", "C", "C", "O", "H", "H", "H", "H", "C", "C", "N", "C", "C", "N", "C", "C", "H", "H", "H", "H", "H", "H", "H", "H", "H", "H", "H", "H", "H"],
  "positions_angstrom": [[0.97338, 1.24824, 0.27778], [-0.96733, 4.87274, -1.55770], [-0.34105, 3.12074, -2.61170], [0.20938, 4.12600, -4.42705], [-2.32857, 2.61228, -3.29056], [-2.40570, 1.64999, -4.43345], [-2.44707, 2.14706, -5.73816], [-2.55097, 1.31244, -6.83687], [-2.63370, -0.05949, -6.64450], [-2.59435, -0.56736, -5.35837], [-2.46543, 0.26017, -4.24073], [-2.36577, -0.36046, -2.88660], [-0.33884, -0.94646, -2.36562], [0.66334, -0.50016, -4.19965], [-0.61417, -3.03256, -2.77967], [-1.65957, 5.44045, -2.17909], [-0.11008, 5.49948, -1.31437], [-1.46291, 4.56686, -0.63811], [-0.56241, 4.84780, -4.69526], [0.31265, 3.40186, -5.23489], [1.15770, 4.64729, -4.30184], [-2.75226, 3.57400, -3.58573], [-2.85212, 2.26281, -2.40350], [-2.41270, 3.22087, -5.88534], [-2.58524, 1.73094, -7.83445], [-2.73633, -0.72803, -7.48964], [-2.66821, -1.63901, -5.20408], [-2.93658, -1.28940, -2.84720], [-2.71635, 0.27659, -2.07827], [0.08505, -0.86737, -5.04571], [1.64454, -0.97396, -4.18186], [0.79443, 0.57678, -4.29746], [-0.99703, -3.15169, -3.79290], [-1.33305, -3.45503, -2.07753], [0.33085, -3.56660, -2.68811], [-3.69798, -0.64881, 3.16029], [-3.18836, 0.30640, 2.59942], [-3.23032, 0.60133, 1.12596], [-3.93009, 0.05048, 0.29620], [-2.09628, 1.50719, 0.86877], [-1.45588, 1.85016, 2.11134], [-0.33568, 2.44048, 2.21292], [-2.19241, 1.23905, 3.22011], [-1.92470, 1.29193, 4.41356], [-1.64466, 1.79011, -0.27564], [4.52581, -2.95269, -0.56857], [4.48777, -1.79049, 1.15811], [5.10718, -2.25902, 2.32178], [5.00326, -1.57719, 3.50658], [5.92104, -2.37994, 5.20439], [4.27212, -0.36212, 3.56349], [4.08349, 0.40999, 4.73516], [3.31395, 1.53652, 4.70106], [2.71229, 1.91125, 3.48569], [2.88191, 1.23523, 2.37416], [3.65367, 0.11150, 2.38132], [3.73243, -0.61431, 1.11852], [3.09623, -0.19745, 0.09306], [5.66033, -3.18794, 2.27814], [4.55174, 0.09176, 5.65742], [3.14848, 2.13380, 5.58688], [2.04919, 2.76863, 3.43914], [-0.56862, -1.47545, 4.35835], [0.43205, -0.67153, 3.51548], [0.65207, -1.32424, 2.21211], [-0.61572, -1.72972, 1.58812], [-1.35370, -2.78471, 2.43709], [-0.63094, -2.85463, 3.74930], [0.75104, -3.40071, 3.53868], [1.43561, -2.53915, 2.44797], [-1.57815, -1.06476, 4.33248], [-0.25113, -1.58144, 5.39429], [1.40580, -0.61967, 4.00594], [0.08175, 0.35172, 3.40249], [-0.39516, -2.13024, 0.59881], [-1.24782, -0.85401, 1.46410], [-1.31705, -3.78203, 1.99979], [-2.38554, -2.49754, 2.63527], [-1.14797, -3.46349, 4.37805], [0.65645, -4.44731, 3.25414], [1.26819, -3.33700, 4.49521], [1.53443, -3.08505, 1.50939], [2.43632, -2.27273, 2.78188]],
  "forces_ev_per_angstrom": [[0.21, -0.04, -0.02], [0.01, 0.00, 0.02], [-0.04, 0.00, -0.13], [0.02, 0.00, -0.01], [-0.02, 0.03, 0.01], [0.02, -0.02, -0.01], [0.01, 0.01, 0.04], [0.00, -0.01, -0.03], [0.00, 0.01, -0.02], [0.01, 0.00, 0.04], [0.00, 0.00, -0.01], [-0.02, -0.01, -0.02], [-0.06, 0.06, -0.01], [0.00, 0.00, 0.00], [0.03, -0.02, 0.01], [0.00, 0.00, 0.00], [0.00, 0.00, 0.00], [0.00, 0.00, 0.00], [0.00, 0.00, 0.00], [0.00, 0.00, 0.00], [0.00, 0.00, 0.01], [-0.01, 0.00, 0.00], [0.00, 0.00, 0.01], [0.00, 0.00, 0.00], [0.00, 0.00, 0.00], [0.00, 0.00, 0.00], [0.00, 0.00, 0.00], [0.00, 0.00, 0.00], [0.01, 0.01, 0.01], [0.00, 0.00, 0.00], [0.00, 0.00, 0.01], [0.00, 0.00, -0.02], [0.00, 0.00, 0.00], [0.00, 0.00, 0.00], [0.00, 0.00, 0.01], [-0.01, -0.05, 0.02], [0.05, 0.06, -0.06], [0.03, -0.04, 0.00], [0.00, 0.01, -0.04], [-0.14, 0.00, 0.29], [-0.14, -0.04, 0.01], [0.11, 0.01, -0.07], [-0.03, -0.01, 0.10], [0.02, 0.01, -0.02], [0.17, 0.00, -0.15], [0.00, -0.01, 0.00], [-0.05, 0.00, -0.04], [0.01, -0.01, 0.00], [0.03, -0.02, -0.03], [0.00, -0.01, 0.02], [-0.03, 0.04, 0.00], [0.01, 0.01, 0.01], [-0.01, 0.01, -0.02], [0.01, -0.02, 0.00], [0.00, -0.11, 0.08], [-0.06, 0.08, 0.02], [-0.14, 0.13, -0.15], [0.03, 0.01, 0.12], [0.01, 0.00, 0.02], [0.00, 0.00, 0.00], [0.01, -0.01, 0.01], [0.00, 0.00, 0.00], [0.01, -0.02, -0.01], [0.07, 0.02, -0.03], [-0.15, -0.13, -0.02], [0.05, 0.00, 0.02], [-0.01, 0.01, -0.01], [0.01, 0.00, 0.02], [0.01, 0.03, -0.01], [0.05, 0.02, 0.06], [0.00, 0.02, 0.03], [-0.01, -0.01, 0.00], [-0.02, 0.01, 0.03], [-0.01, -0.01, -0.03], [-0.01, 0.00, 0.00], [-0.01, 0.02, 0.00], [0.00, 0.00, 0.00], [0.00, -0.01, 0.01], [-0.01, 0.00, -0.01], [0.00, 0.00, 0.00], [0.00, -0.01, 0.00], [-0.01, -0.01, 0.00], [0.00, 0.00, -0.01]]
}

***

{
  "formula": "C11H14FeNO4",
  "method": "ωB97M-V/def2-TZVPD",
  "total_energy_ev": -55687.2442,
  "spin_multiplicity": 5,
  "lumo_ev": [-3.687, -6.783],
  "charge": 1,
  "symbols": ["C", "O", "C", "C", "C", "C", "C", "C", "Fe", "C", "O", "C", "O", "C", "O", "H", "H", "H", "H", "H", "H", "H", "H", "H", "C", "N", "H", "H", "H", "H", "H"],
  "positions_angstrom": [[2.97550, 2.20756, -0.57114], [2.75380, 0.94047, 0.06549], [1.64263, 0.15673, -0.03907], [0.54154, 0.21389, 0.90485], [-0.77544, 0.37894, 0.14735], [-0.93162, -0.65241, -0.88766], [0.18190, -1.42827, -1.17052], [1.52212, -0.96057, -0.93918], [1.39767, -1.64572, 1.00426], [0.25363, -1.87004, 2.30736], [-0.43522, -2.10910, 3.21023], [2.73155, -1.30493, 2.03088], [3.41248, -1.22480, 2.97119], [1.62265, -3.33877, 0.61837], [1.73585, -4.47364, 0.83832], [3.88134, 2.58121, -0.08549], [3.14521, 2.07799, -1.64836], [2.15287, 2.92151, -0.42269], [0.68422, 0.81077, 1.81657], [-1.63080, 0.47685, 0.83370], [-0.65718, 1.34713, -0.36876], [-1.85090, -0.70854, -1.46503], [0.05515, -2.35986, -1.71452], [2.37991, -1.31653, -1.52517], [-4.32725, 1.25284, -0.56753], [-2.95659, 1.20698, -1.07134], [-4.43487, 2.04806, 0.18377], [-5.09044, 1.43312, -1.34940], [-4.58397, 0.30848, -0.07286], [-2.94959, 0.94332, -2.06160], [-2.44612, 2.08733, -0.97202]],
  "forces_ev_per_angstrom": [[-0.27, 0.18, -0.33], [0.01, -1.60, 0.66], [0.08, 0.74, 0.29], [-0.24, 3.01, -1.34], [0.61, 0.13, 1.13], [0.51, -0.62, 0.23], [0.46, -0.12, -0.81], [-0.73, 2.03, -2.45], [0.02, 1.00, -1.30], [-4.99, -1.87, 5.35], [1.97, 1.10, -2.67], [5.80, 1.30, 6.50], [-1.95, -0.16, -3.37], [0.47, -8.20, -0.86], [-0.12, 2.97, -0.37], [-0.26, -0.01, -0.23], [-0.01, -0.04, 0.29], [0.11, -0.33, 0.14], [-0.06, 0.06, -0.56], [0.22, -0.16, -0.44], [-0.35, 0.03, 0.14], [0.25, -0.44, 0.51], [0.09, 0.23, -0.29], [-0.45, 0.06, 0.31], [-0.64, 0.32, 0.10], [-0.28, 0.33, -0.87], [0.06, -0.24, -0.23], [0.39, 0.00, 0.34], [0.06, 0.11, -0.09], [-0.04, 0.45, 0.46], [-0.68, -0.26, -0.25]]
}

***

{
  "formula": "C5H10O2",
  "method": "ωB97M-V/def2-TZVPD",
  "total_energy_ev": -9439.2433,
  "spin_multiplicity": 1,
  "lumo_ev": 0.990,
  "smiles": "C=COC.C=CO",
  "symbols": ["C", "C", "O", "C", "H", "H", "H", "H", "H", "H", "C", "C", "O", "H", "H", "H", "H"],
  "positions_angstrom": [[-0.53037, 0.73829, 1.54382], [-0.58470, 1.25269, 0.31940], [-0.96149, 0.60564, -0.81468], [-1.98428, -0.36164, -0.69663], [-0.05976, 1.28350, 2.35263], [-0.85871, -0.26955, 1.77477], [-0.14671, 2.21708, 0.06675], [-2.89922, 0.13000, -0.34730], [-1.73578, -1.18181, -0.01182], [-2.14006, -0.77497, -1.69520], [1.67793, -0.30958, 0.68908], [1.37865, -0.98663, -0.40450], [1.68577, -0.62779, -1.66997], [2.09666, 0.68959, 0.74375], [1.63807, -0.92144, 1.55863], [0.83488, -1.92856, -0.34737], [1.95574, 0.29948, -1.65024]],
  "forces_ev_per_angstrom": [[-0.66, 0.32, 0.05], [0.07, 0.10, 0.22], [-0.13, 0.30, 0.10], [-0.21, -0.20, 0.02], [-0.21, 0.14, -0.13], [-0.07, 0.21, -0.07], [-0.13, -0.10, 0.15], [0.03, -0.16, 0.00], [0.08, 0.16, -0.11], [0.03, 0.09, 0.15], [0.94, -0.82, -0.26], [0.38, -0.27, 0.03], [-0.41, 0.42, -0.62], [0.18, -0.28, -0.15], [-0.40, 0.23, 0.96], [0.44, -0.01, -0.15], [0.08, -0.13, -0.17]]
}

***

{
  "formula": "CH3NOS2",
  "method": "ωB97M-V/def2-TZVPD",
  "total_energy_ev": -26289.3832,
  "spin_multiplicity": 3,
  "lumo_ev": [0.181, -3.104],
  "symbols": ["C", "N", "O", "S", "S", "H", "H", "H"],
  "positions_angstrom": [[-3.13729, -0.23260, -0.55885], [-3.79039, -0.95330, 0.03091], [0.60543, 1.35890, 0.55530], [1.55486, 0.15649, -0.29151], [3.21074, -1.27197, 0.24761], [-2.53273, 0.42575, -1.12216], [-0.12747, 0.92046, 0.99919], [4.21685, -0.40374, 0.13951]],
  "forces_ev_per_angstrom": [[0.29, 0.29, -0.32], [-0.50, -0.56, 0.52], [0.16, -0.11, -0.95], [-0.03, 0.52, 0.93], [-0.01, -0.63, -0.31], [0.24, 0.29, -0.22], [-0.18, -0.13, 0.34], [0.04, 0.33, 0.01]]
}

***

{
  "formula": "C11H14N2O",
  "method": "ωB97M-V/def2-TZVPD",
  "total_energy_ev": -16661.5713,
  "spin_multiplicity": 1,
  "lumo_ev": 0.707,
  "smiles": "Cc1ccc(O)cc1.Cc1c[nH]cn1",
  "symbols": ["C", "C", "C", "C", "C", "O", "C", "C", "H", "H", "H", "H", "H", "H", "H", "H", "C", "C", "C", "N", "C", "N", "H", "H", "H", "H", "H", "H"],
  "positions_angstrom": [[0.53214, 3.68075, 0.48019], [-0.06299, 2.41437, -0.07786], [-0.45363, 1.37985, 0.77811], [-1.21766, 0.33330, 0.33019], [-1.52179, 0.25907, -1.03357], [-2.09134, -0.93506, -1.43527], [-1.21541, 1.27942, -1.90545], [-0.47196, 2.33721, -1.39799], [1.25370, 3.37769, 1.23115], [-0.27161, 4.19805, 1.00031], [1.03831, 4.35087, -0.21282], [-0.08366, 1.40044, 1.80009], [-1.59284, -0.48555, 0.92061], [-2.55029, -0.79909, -2.28013], [-1.59222, 1.32043, -2.92149], [-0.25185, 3.19917, -2.00070], [-0.53677, -3.53814, 0.79709], [0.58145, -2.56821, 0.62684], [0.95781, -1.79125, -0.41729], [2.07911, -1.09864, 0.00771], [2.26815, -1.43280, 1.31080], [1.41868, -2.33983, 1.70321], [-1.31983, -3.45409, 0.05988], [-1.00191, -3.46155, 1.78134], [-0.09951, -4.52410, 0.83602], [0.73120, -1.75028, -1.46986], [2.33934, -0.20018, -0.36646], [3.13539, -1.15184, 1.85537]],
  "forces_ev_per_angstrom": [[0.13, -0.68, 0.49], [-0.50, 0.00, -0.46], [0.57, 0.24, 0.47], [-0.01, -0.22, -1.01], [-0.37, -0.78, 0.26], [-0.45, 0.52, -0.35], [0.14, 0.26, 0.19], [-0.05, 0.53, 0.17], [0.26, 0.23, 0.29], [0.10, 0.36, 0.00], [-0.23, -0.17, -0.23], [-0.35, 0.02, 0.07], [0.27, -0.03, 0.40], [0.25, -0.11, 0.29], [0.20, -0.27, -0.04], [0.02, 0.13, -0.49], [0.23, -0.09, 0.45], [-0.43, 0.04, 0.54], [0.72, 0.01, -0.55], [-0.25, 0.39, 0.21], [-0.19, -0.70, -0.33], [-0.02, 0.09, 0.05], [-0.02, -0.07, -0.41], [0.06, 0.47, 0.03], [-0.07, -0.59, -0.41], [-0.59, 0.02, 0.16], [0.25, -0.16, -0.22], [0.35, 0.56, 0.43]]
}